C21H19IrN2O2S2 | wB97M-V/def2-TZVPD

Each line ends with the Löwdin spin population.
CARTESIAN COORDINATES (ANGSTROEM)
Ir 0.275 -0.192 -0.004  1.34
C 2.765 1.597 1.029  0.01
O 1.359 1.495 0.783  0.03
C 0.581 2.658 0.787  0.03
C 1.089 3.904 1.082  0.00
C 0.221 4.993 1.120  0.04
C -1.128 4.807 0.866  0.00
C -1.623 3.546 0.555  0.04
C -0.765 2.456 0.496  0.01
N -1.154 1.164 0.138  0.26
N -2.463 0.887 0.259  0.39
C -2.951 -0.314 -0.074  0.03
C -2.238 -1.429 -0.576  0.15
O -0.932 -1.418 -0.864  0.21
C -2.905 -2.643 -0.852  -0.01
C -4.242 -2.780 -0.664  0.13
C -5.020 -1.694 -0.163  0.01
C -6.409 -1.829 0.046  0.02
C -7.153 -0.787 0.530  -0.01
C -6.525 0.436 0.826  0.02
C -5.176 0.589 0.632  -0.01
C -4.391 -0.470 0.131  0.04
H 3.246 2.163 0.233  0.00
H 3.144 0.581 1.050  0.00
H 2.922 2.076 1.993  0.00
H 2.141 4.043 1.291  0.00
H 0.611 5.975 1.353  0.00
H -1.805 5.650 0.900  0.00
H -2.669 3.383 0.341  0.00
H -2.305 -3.461 -1.232  0.00
H -4.731 -3.721 -0.891  0.01
H -6.878 -2.779 -0.186  0.00
H -8.218 -0.905 0.688  0.00
H -7.110 1.263 1.212  0.00
H -4.690 1.527 0.865  0.00
C 4.106 -2.531 -1.430  0.02
C 2.965 -1.892 -0.675  0.19
S 2.168 -0.634 -1.463  0.40
C 2.633 -2.361 0.609  0.19
C 3.401 -3.525 1.188  0.02
S 1.420 -1.701 1.574  0.42
H 4.367 -1.943 -2.306  0.00
H 3.823 -3.532 -1.769  0.01
H 4.992 -2.639 -0.801  0.00
H 4.440 -3.247 1.385  0.01
H 3.418 -4.368 0.492  0.01
H 2.953 -3.856 2.121  0.00

The value obtained for the lowest unoccupied orbital energy (spin up / spin down) is 0.36 / -1.86 eV. The HOMO energy (spin up / spin down) is -0.221 / -0.280 hartree. Its total energy is -53667.1674 eV. For the gap between HOMO and LUMO (spin up / spin down), the calculation gives 6.4 / 5.7 eV. As for the expectation value of S²: 6.05. Its spin multiplicity is 5.

C53H59BaClF3NO6S3Si4Te | wB97M-V/def2-TZVPD

Each line ends with the Löwdin charge.
CARTESIAN COORDINATES (ANGSTROEM)
Ba 1.655 0.531 0.506  1.55
S 6.542 2.130 1.944  0.91
C 6.428 0.543 2.578  -0.47
C 5.190 0.007 2.389  -0.25
C 4.240 0.848 1.708  -0.28
C 4.858 2.035 1.409  -0.56
C 4.259 3.184 0.742  -0.30
C 4.960 4.380 0.505  -0.05
C 4.326 5.438 -0.106  -0.09
C 2.988 5.320 -0.467  -0.08
C 2.364 4.115 -0.199  -0.16
N 2.974 3.074 0.360  0.01
H 7.287 0.094 3.058  0.04
H 4.946 -0.990 2.738  0.08
H 5.995 4.461 0.810  0.07
H 4.866 6.360 -0.292  0.10
H 2.446 6.134 -0.931  0.08
H 1.309 3.970 -0.420  0.08
C -0.233 8.914 -4.829  -0.06
C -0.487 7.529 -4.298  -0.28
C -1.116 6.566 -5.089  -0.04
C -1.366 5.295 -4.604  -0.05
C -0.979 4.978 -3.311  -0.37
C -0.379 5.921 -2.497  -0.07
C -0.127 7.193 -2.999  -0.04
S -1.304 3.350 -2.630  1.04
O -2.653 2.957 -3.133  -0.48
C -0.049 2.484 -3.591  -0.30
C 1.270 2.988 -3.458  -0.06
C 2.312 2.330 -4.026  0.00
C 2.089 1.162 -4.798  -0.16
C 3.161 0.478 -5.415  -0.03
C 2.936 -0.646 -6.155  -0.08
C 1.625 -1.141 -6.301  -0.08
C 0.575 -0.514 -5.694  -0.02
C 0.779 0.659 -4.925  -0.10
C -0.301 1.322 -4.256  -0.15
C -1.642 0.661 -4.275  -0.14
C -2.497 0.866 -5.405  -0.11
C -2.123 1.733 -6.461  -0.01
C -2.950 1.937 -7.529  -0.08
C -4.199 1.284 -7.600  -0.09
C -4.582 0.439 -6.599  -0.04
C -3.742 0.208 -5.483  -0.15
C -4.119 -0.678 -4.442  -0.02
C -3.294 -0.880 -3.383  -0.07
C -2.055 -0.196 -3.292  -0.29
S -1.061 -0.664 -1.858  1.04
O 0.014 0.354 -1.655  -0.65
C -2.217 -0.330 -0.554  -0.38
C -1.931 -1.012 0.630  -0.11
C -2.577 -0.653 1.795  -0.04
C -3.526 0.363 1.790  -0.26
C -4.144 0.814 3.082  -0.04
C -3.810 1.019 0.595  -0.03
C -3.146 0.701 -0.579  -0.05
H -0.262 8.931 -5.918  0.07
H 0.741 9.286 -4.509  0.07
H -0.988 9.616 -4.466  0.08
H -1.409 6.820 -6.102  0.11
H -1.865 4.550 -5.214  0.11
H -0.124 5.664 -1.474  0.11
H 0.352 7.932 -2.366  0.11
H 1.448 3.880 -2.872  0.09
H 3.326 2.682 -3.884  0.12
H 4.166 0.852 -5.265  0.12
H 3.764 -1.178 -6.605  0.10
H 1.455 -2.046 -6.870  0.10
H -0.423 -0.922 -5.783  0.12
H -1.163 2.231 -6.406  0.12
H -2.647 2.604 -8.327  0.10
H -4.849 1.456 -8.449  0.09
H -5.538 -0.070 -6.640  0.11
H -5.072 -1.190 -4.501  0.11
H -3.582 -1.556 -2.587  0.12
H -1.156 -1.774 0.636  0.07
H -2.293 -1.136 2.723  0.08
H -4.340 -0.031 3.746  0.07
H -5.077 1.353 2.914  0.07
H -3.449 1.488 3.587  0.08
H -4.518 1.840 0.596  0.12
H -3.318 1.273 -1.484  0.10
O 4.065 -2.219 -2.301  -0.33
Cl 2.849 -1.491 -2.093  0.63
O 1.925 -1.714 -3.173  -0.34
O 3.148 -0.064 -1.995  -0.44
O 2.232 -1.917 -0.840  -0.49
F -1.457 2.413 2.271  -0.07
C -0.319 2.664 1.495  -0.50
F 0.325 3.641 2.265  -0.08
F -0.878 3.478 0.465  -0.14
C 3.307 -5.211 4.015  -0.23
Si 1.493 -5.687 4.055  0.30
C 1.004 -6.407 2.386  -0.23
C 1.294 -7.038 5.368  -0.23
Si 0.178 -3.802 4.467  -0.13
Te 1.078 -1.927 3.182  0.24
Si 0.314 -3.263 6.740  0.30
C -0.394 -1.553 7.048  -0.23
C -0.607 -4.503 7.840  -0.23
C 2.118 -3.277 7.279  -0.23
Si -2.050 -4.391 4.047  0.33
C -2.409 -4.488 2.205  -0.21
C -2.480 -6.075 4.796  -0.23
C -3.213 -3.130 4.839  -0.23
H 3.940 -6.062 3.744  0.02
H 3.629 -4.841 4.992  0.01
H 3.468 -4.408 3.293  0.01
H 1.678 -7.211 2.075  0.02
H 1.028 -5.625 1.624  0.03
H -0.011 -6.811 2.422  0.01
H 1.872 -7.929 5.104  0.02
H 0.250 -7.333 5.491  0.01
H 1.650 -6.681 6.339  0.01
H -1.467 -1.535 6.842  0.01
H 0.078 -0.836 6.371  0.01
H -0.237 -1.223 8.079  0.02
H -1.682 -4.472 7.637  0.01
H -0.460 -4.294 8.904  0.02
H -0.266 -5.523 7.642  0.01
H 2.713 -2.645 6.616  0.03
H 2.529 -4.290 7.229  0.01
H 2.235 -2.913 8.304  0.02
H -1.860 -5.323 1.762  0.02
H -2.055 -3.580 1.713  0.00
H -3.472 -4.610 1.984  0.03
H -1.905 -6.873 4.319  0.01
H -3.542 -6.300 4.663  0.02
H -2.256 -6.101 5.867  0.01
H -2.886 -2.107 4.634  0.00
H -3.216 -3.257 5.926  0.01
H -4.242 -3.235 4.482  0.03

The value obtained for the lowest unoccupied orbital energy is 3.35 eV. The HOMO energy is -0.077 hartree. Its total energy is -162371.5526 eV. For the gap between HOMO and LUMO, the calculation gives 5.4 eV. The total charge is -2.

C5H8O2 | wB97M-V/def2-TZVPD

Each line ends with the Löwdin charge.
CARTESIAN COORDINATES (ANGSTROEM)
C -1.323 0.402 0.972  0.04
C -0.030 0.240 0.712  -0.32
C 0.995 -0.791 1.160  -0.04
C 2.063 0.183 0.632  -0.37
O 3.252 0.260 0.755  0.11
C 1.000 1.072 -0.034  -0.04
H -1.872 1.258 0.586  0.07
H -1.879 -0.323 1.560  0.08
H 1.033 -1.045 2.223  0.13
H 0.962 -1.718 0.572  0.13
H 1.049 2.147 0.167  0.13
H 0.971 0.912 -1.120  0.13
O -2.227 -1.104 -1.458  -0.07
H -2.541 -0.200 -1.600  0.04
H -1.467 -0.968 -0.867  -0.01

The value obtained for the lowest unoccupied orbital energy is 0.54 eV. The HOMO energy is -0.366 hartree. Its total energy is -9408.0473 eV. For the gap between HOMO and LUMO, the calculation gives 10.5 eV. As for the SMILES: C=C1CC(=O)C1.O.

C37H83N10O10P | wB97M-V/def2-TZVPD

Each line ends with the Löwdin charge.
CARTESIAN COORDINATES (ANGSTROEM)
C 0.307 3.029 -2.092  -0.11
C -1.135 3.730 -1.964  -0.24
C -2.147 2.962 -0.994  -0.20
C -2.216 1.373 -1.221  -0.28
N -3.064 1.103 -2.424  -0.23
P -2.361 0.013 -3.611  0.92
C -2.594 -1.816 -3.078  -0.33
C -2.365 -2.071 -1.517  -0.24
C -3.700 -2.246 -0.654  -0.09
C -4.808 -1.140 -0.897  -0.37
O -5.252 -0.553 0.128  -0.01
O -5.361 -0.807 -2.140  -0.08
C -6.115 0.428 -2.097  -0.23
C -6.250 0.911 -3.638  -0.08
N -0.571 0.181 -3.683  -0.12
C -0.220 0.506 -4.919  -0.42
C -1.225 1.098 -6.013  -0.14
C 1.288 0.272 -5.423  -0.05
H 0.511 2.251 -1.287  0.06
H 0.428 2.561 -3.121  0.05
H 1.090 3.854 -2.024  0.07
H -0.974 4.772 -1.520  0.11
H -1.547 3.826 -3.014  0.07
H -1.793 3.144 0.076  0.10
H -3.214 3.362 -1.142  0.11
H -1.209 0.852 -1.204  0.08
H -2.800 0.962 -0.314  0.10
H -3.250 1.984 -2.919  0.05
H -3.643 -2.107 -3.443  0.08
H -1.868 -2.418 -3.721  0.08
H -1.662 -1.313 -1.022  0.10
H -1.805 -3.074 -1.434  0.11
H -4.100 -3.315 -0.788  0.12
H -3.383 -2.192 0.447  0.13
H -5.605 1.280 -1.555  0.12
H -7.169 0.203 -1.749  0.13
H -5.242 1.292 -4.028  0.05
H -6.535 0.018 -4.290  0.08
H -7.051 1.716 -3.690  0.08
H -1.800 2.012 -5.670  0.07
H -0.608 1.415 -6.933  0.07
H -1.961 0.316 -6.416  0.06
H 2.037 0.436 -4.582  0.07
H 1.489 1.045 -6.236  0.07
H 1.442 -0.767 -5.857  0.08
C 1.377 7.130 -6.347  -0.08
N 0.571 6.104 -5.718  0.01
C -0.277 6.233 -4.662  -0.52
C -0.421 7.597 -4.042  0.00
O -0.891 5.260 -4.245  0.01
H 1.089 7.200 -7.398  0.08
H 2.426 6.834 -6.281  0.08
H 1.248 8.101 -5.874  0.07
H 0.620 5.164 -6.085  0.14
H -1.126 7.550 -3.213  0.09
H 0.544 7.937 -3.658  0.09
H -0.802 8.305 -4.782  0.09
C -4.689 2.936 2.768  -0.08
N -3.743 3.828 2.130  0.01
C -2.626 4.389 2.666  -0.56
C -2.299 4.065 4.100  -0.01
O -1.924 5.127 1.989  0.02
H -4.716 2.002 2.202  0.07
H -5.676 3.404 2.736  0.09
H -4.424 2.724 3.801  0.07
H -3.902 4.086 1.166  0.13
H -1.385 4.580 4.393  0.08
H -3.110 4.400 4.752  0.08
H -2.144 2.990 4.214  0.08
C -6.272 -4.830 1.604  -0.07
N -4.951 -4.997 2.175  0.01
C -4.154 -6.099 2.138  -0.56
C -4.676 -7.317 1.421  -0.01
O -3.054 -6.080 2.673  0.02
H -6.235 -4.001 0.893  0.08
H -6.966 -4.582 2.411  0.08
H -6.617 -5.727 1.095  0.08
H -4.541 -4.218 2.671  0.14
H -3.937 -8.116 1.471  0.08
H -5.595 -7.664 1.898  0.09
H -4.862 -7.081 0.371  0.08
C 5.786 -1.429 -0.992  -0.09
N 5.427 -0.292 -1.817  0.02
C 4.203 0.279 -1.970  -0.55
C 3.053 -0.317 -1.203  -0.01
O 4.061 1.243 -2.711  0.01
H 6.545 -1.105 -0.278  0.05
H 6.205 -2.203 -1.641  0.08
H 4.932 -1.833 -0.453  0.07
H 6.152 0.155 -2.359  0.14
H 2.140 0.237 -1.421  0.07
H 2.905 -1.358 -1.499  0.08
H 3.249 -0.256 -0.130  0.08
C 6.225 -3.234 3.810  -0.07
N 6.198 -2.336 2.671  0.03
C 6.596 -1.039 2.617  -0.52
C 7.139 -0.421 3.878  0.00
O 6.507 -0.411 1.566  -0.01
H 6.844 -4.092 3.554  0.06
H 5.205 -3.572 4.004  0.09
H 6.622 -2.754 4.702  0.08
H 5.845 -2.688 1.793  0.14
H 7.416 0.615 3.688  0.08
H 6.377 -0.438 4.660  0.09
H 8.028 -0.963 4.207  0.09
C 7.644 2.111 0.172  -0.09
N 8.223 3.157 0.991  0.01
C 8.617 4.401 0.609  -0.56
C 8.444 4.775 -0.840  -0.02
O 9.092 5.175 1.430  0.02
H 6.665 1.858 0.580  0.07
H 8.292 1.234 0.226  0.08
H 7.534 2.415 -0.867  0.07
H 8.367 2.972 1.973  0.14
H 8.799 5.792 -1.000  0.08
H 9.027 4.100 -1.471  0.08
H 7.388 4.728 -1.114  0.09
C -6.533 -0.503 2.762  -0.08
N -7.341 -1.503 3.432  0.01
C -8.173 -1.338 4.495  -0.55
C -8.298 0.045 5.078  -0.01
O -8.790 -2.293 4.946  0.02
H -6.835 -0.464 1.716  0.07
H -5.488 -0.811 2.823  0.08
H -6.646 0.484 3.206  0.07
H -7.305 -2.452 3.092  0.11
H -8.992 0.028 5.916  0.08
H -7.325 0.387 5.439  0.08
H -8.682 0.735 4.323  0.08
C 3.994 -8.310 4.975  -0.08
N 4.639 -7.348 4.104  0.01
C 5.963 -7.056 4.012  -0.54
C 6.910 -7.806 4.911  -0.01
O 6.352 -6.208 3.218  0.01
H 3.464 -9.035 4.355  0.09
H 3.274 -7.780 5.602  0.09
H 4.707 -8.832 5.609  0.07
H 4.061 -6.809 3.475  0.14
H 7.930 -7.472 4.729  0.09
H 6.663 -7.613 5.957  0.09
H 6.853 -8.877 4.702  0.09

The value obtained for the lowest unoccupied orbital energy is 0.41 eV. The HOMO energy is -0.270 hartree. Its total energy is -84379.9125 eV. For the gap between HOMO and LUMO, the calculation gives 7.8 eV. As for the SMILES: CCCCNP(CCCC(=O)OCC)N=C(C)C.CNC(C)=O.CNC(C)=O.CNC(C)=O.CNC(C)=O.CNC(C)=O.CNC(C)=O.CNC(C)=O.CNC(C)=O.

C36H58N2O3PtSbSi3 | wB97M-V/def2-TZVPD

Each line ends with the Löwdin charge.
CARTESIAN COORDINATES (ANGSTROEM)
Pt 2.195 -0.405 -0.021  0.92
C -2.557 -1.681 -0.721  -0.29
Sb -1.116 -0.209 0.045  1.58
C 0.556 -1.577 -0.594  -0.54
C 0.809 -1.555 -2.033  -0.44
C 0.371 -2.488 -2.982  -0.06
C 0.796 -2.366 -4.289  -0.07
C 1.637 -1.315 -4.642  -0.07
C 2.011 -0.423 -3.651  -0.13
N 1.602 -0.540 -2.397  0.06
Si 0.914 -3.231 0.235  0.47
C -0.577 -4.408 0.420  -0.19
C 1.674 -3.174 1.965  -0.15
C 2.195 -4.130 -0.834  -0.16
C -2.248 1.469 -1.249  -0.52
C -1.179 2.481 -1.482  -0.46
C -1.459 3.812 -1.830  -0.07
C -0.426 4.696 -2.059  -0.07
C 0.882 4.253 -1.936  -0.07
C 1.087 2.943 -1.549  -0.12
N 0.085 2.089 -1.320  0.07
Si -3.070 1.071 -2.894  0.47
C -3.584 2.635 -3.856  -0.18
C -1.906 0.186 -4.078  -0.16
C -4.695 0.104 -2.742  -0.17
Si -3.428 2.137 0.070  0.44
C -4.389 0.746 0.921  -0.19
C -2.422 3.112 1.345  -0.17
C -4.784 3.323 -0.552  -0.18
H -2.442 -2.618 -0.179  -0.02
H -2.361 -1.856 -1.781  -0.01
H -3.572 -1.309 -0.594  -0.03
H -0.274 -3.302 -2.672  0.11
H 0.483 -3.082 -5.040  0.11
H 1.993 -1.190 -5.655  0.10
H 2.672 0.413 -3.862  0.12
H -1.360 -3.964 1.039  0.00
H -0.249 -5.324 0.918  0.03
H -1.021 -4.692 -0.537  0.02
H 0.978 -2.823 2.725  0.01
H 2.546 -2.519 1.994  0.02
H 1.998 -4.182 2.239  0.04
H 1.792 -4.462 -1.793  0.02
H 2.582 -5.007 -0.310  0.03
H 3.034 -3.460 -1.041  0.01
H -2.486 4.140 -1.910  0.08
H -0.635 5.723 -2.335  0.10
H 1.725 4.904 -2.122  0.10
H 2.087 2.549 -1.425  0.10
H -2.711 3.219 -4.157  0.03
H -4.241 3.285 -3.274  0.01
H -4.121 2.348 -4.764  0.03
H -0.909 0.627 -4.018  0.03
H -2.250 0.278 -5.111  0.03
H -1.809 -0.874 -3.849  0.01
H -5.447 0.683 -2.199  0.02
H -4.574 -0.853 -2.235  0.00
H -5.087 -0.095 -3.742  0.03
H -3.712 0.037 1.403  -0.01
H -4.999 0.197 0.200  0.02
H -5.057 1.153 1.683  0.04
H -1.404 2.720 1.415  0.02
H -2.872 3.051 2.338  0.03
H -2.349 4.165 1.067  0.03
H -5.440 2.840 -1.280  0.01
H -4.371 4.220 -1.017  0.01
H -5.399 3.646 0.292  0.03
C 4.461 -0.397 2.134  -0.08
C 3.783 0.689 2.985  -0.37
C 3.325 1.915 2.185  -0.07
C 2.690 0.052 3.819  -0.14
C 3.025 -0.231 5.137  -0.07
C 2.122 -0.778 6.031  -0.12
C 0.827 -0.985 5.587  -0.07
C 0.440 -0.733 4.279  -0.15
C -1.044 -0.850 3.969  -0.35
C -1.386 -1.911 2.919  -0.11
C -1.600 0.529 3.590  -0.09
C 1.390 -0.271 3.312  -0.31
O 1.020 -0.180 2.047  -0.28
H 5.374 -0.019 1.669  0.08
H 3.770 -0.753 1.341  0.00
H 4.706 -1.266 2.749  0.08
H 4.533 1.075 3.685  0.12
H 2.643 1.640 1.391  0.02
H 4.185 2.416 1.736  0.08
H 2.799 2.622 2.830  0.08
H 4.028 0.004 5.480  0.10
H 2.405 -0.992 7.054  0.08
H 0.083 -1.357 6.287  0.10
H -1.539 -1.152 4.898  0.12
H -0.784 -1.762 2.025  -0.02
H -2.444 -1.847 2.647  0.08
H -1.191 -2.912 3.308  0.08
H -1.070 0.918 2.723  0.01
H -1.464 1.226 4.419  0.09
H -2.667 0.472 3.354  0.06
C 5.964 -0.038 -2.237  -0.02
C 4.695 -0.386 -1.464  -0.76
O 4.312 -1.566 -1.417  -0.05
O 4.091 0.586 -0.904  -0.17
H 6.809 -0.567 -1.796  0.07
H 6.142 1.035 -2.201  0.06
H 5.858 -0.366 -3.272  0.07

The value obtained for the lowest unoccupied orbital energy is 2.42 eV. The HOMO energy is -0.162 hartree. Its total energy is -80816.4831 eV. For the gap between HOMO and LUMO, the calculation gives 6.8 eV. The total charge is -1.